Below is a molecular structure, C43H59BrCl2N5SbSi3W at a distorted geometry, with properties calculated with ωB97M-V/def2-TZVPD.

The value obtained for the HOMO energy (alpha / beta) is -7.07 / -7.53 eV. Its molar mass is 1186.65 g mol⁻¹. The value obtained for the electronic energy is -6617.948878 hartree. As for the energy relative to the best compared isomer or geometry (same formula, charge and spin): 0.0 kcal/mol. The value obtained for the LUMO energy (alpha / beta) is -1.12 / -1.17 eV. The HOMO-LUMO gap (alpha / beta) comes out at 5.947 / 6.353 eV. The calculation puts the maximum force at 1.24 eV/Å.

Structure (ORCA input):
```
! RIJCOSX wB97M-V def2-TZVPD def2/J DEFGRID3
* xyz 0 3
W -0.227 0.112 -0.387
Br -1.063 3.501 -7.574
C -0.486 2.648 -5.992
C -1.414 2.149 -5.102
C -0.982 1.532 -3.935
C 0.364 1.354 -3.665
C 1.281 1.934 -4.549
C 0.866 2.568 -5.706
N 0.765 0.637 -2.466
C 1.957 0.226 -2.445
C 2.591 -0.435 -1.310
C 3.891 -0.869 -1.424
C 4.445 -1.616 -0.396
C 3.650 -1.913 0.690
C 2.354 -1.419 0.745
N 1.854 -0.660 -0.220
H -2.473 2.249 -5.292
H -1.727 1.193 -3.231
H 2.340 1.951 -4.335
H 1.595 3.010 -6.371
H 2.578 0.307 -3.327
H 4.447 -0.638 -2.324
H 5.465 -1.976 -0.456
H 4.016 -2.531 1.499
H 1.698 -1.614 1.577
C -4.830 2.008 1.483
Sb -3.181 0.572 1.660
C -1.791 1.649 0.251
C -2.392 2.179 -1.059
C -3.613 1.831 -1.646
C -4.084 2.506 -2.757
C -3.336 3.534 -3.308
C -2.120 3.807 -2.711
N -1.663 3.153 -1.645
Si -1.539 3.402 1.126
C -3.006 4.548 0.719
C -1.597 3.362 3.019
C -0.077 4.558 0.884
C -4.037 -1.215 0.566
C -3.722 -1.176 -0.914
C -4.729 -1.534 -1.830
C -4.497 -1.620 -3.182
C -3.215 -1.366 -3.633
C -2.272 -1.012 -2.697
N -2.481 -0.866 -1.377
Si -3.440 -2.985 1.156
C -4.117 -3.304 2.882
C -4.146 -4.177 -0.125
C -1.722 -3.712 1.308
Si -5.923 -1.122 0.979
C -6.835 0.100 -0.135
C -6.226 -0.657 2.777
C -6.952 -2.688 0.764
H -4.679 2.679 2.333
H -5.805 1.552 1.598
H -4.821 2.595 0.572
H -4.217 1.060 -1.206
H -5.049 2.237 -3.177
H -3.679 4.102 -4.165
H -1.477 4.595 -3.096
H -3.728 4.570 1.537
H -3.552 4.318 -0.198
H -2.606 5.561 0.607
H -2.264 2.618 3.466
H -1.957 4.355 3.319
H -0.602 3.237 3.450
H 0.150 4.765 -0.164
H 0.837 4.221 1.386
H -0.395 5.494 1.361
H -5.715 -1.762 -1.453
H -5.292 -1.902 -3.863
H -2.936 -1.443 -4.676
H -1.266 -0.851 -3.032
H -5.199 -3.430 2.932
H -3.831 -2.499 3.569
H -3.657 -4.230 3.246
H -5.143 -3.962 -0.501
H -4.158 -5.181 0.318
H -3.463 -4.208 -0.983
H -1.234 -3.446 2.250
H -1.051 -3.463 0.485
H -1.896 -4.796 1.299
H -6.193 0.824 -0.636
H -7.552 0.667 0.468
H -7.403 -0.435 -0.902
H -5.743 0.265 3.100
H -5.907 -1.446 3.458
H -7.309 -0.530 2.905
H -7.186 -2.907 -0.283
H -7.906 -2.506 1.278
H -6.510 -3.584 1.199
C 2.124 -0.762 4.351
N 1.488 0.062 3.341
C 0.347 0.755 3.897
C 2.439 0.984 2.775
C 2.196 1.733 1.447
C 3.254 2.639 1.268
C 3.404 3.430 0.148
C 2.394 3.407 -0.798
C 1.316 2.567 -0.599
C 1.181 1.641 0.459
H 2.502 -0.171 5.203
H 2.969 -1.306 3.920
H 1.404 -1.488 4.733
H 0.651 1.478 4.677
H -0.352 0.042 4.333
H -0.167 1.285 3.106
H 3.374 0.431 2.639
H 2.671 1.768 3.518
H 4.006 2.698 2.050
H 4.265 4.081 0.041
H 2.417 4.067 -1.661
H 0.490 2.683 -1.286
Cl -0.772 -1.123 1.497
Cl 0.108 -2.221 -1.440
*
```

---

Below is a molecular structure, C43H59IrN4PSSi, with properties calculated with ωB97M-V/def2-TZVPD.

The value obtained for the HOMO energy (alpha / beta) is -6.93 / -7.45 eV. Its molar mass is 915.32 g mol⁻¹. The value obtained for the electronic energy is -3026.398006 hartree. The value obtained for the LUMO energy (alpha / beta) is 0.48 / -0.76 eV. The HOMO-LUMO gap (alpha / beta) comes out at 7.404 / 6.698 eV. The calculation puts the maximum force at 0.89 eV/Å.

Structure (ORCA input):
```
! RIJCOSX wB97M-V def2-TZVPD def2/J DEFGRID3
* xyz 0 2
Ir 1.055 -0.473 0.451
C -4.223 -2.495 2.502
C -3.351 -2.839 3.524
C -2.064 -2.315 3.552
C -1.616 -1.446 2.555
C -2.518 -1.095 1.547
C -3.805 -1.614 1.514
Si 0.097 -0.658 2.594
C -0.267 1.056 3.294
C -0.584 2.113 2.437
C -0.958 3.357 2.925
C -1.019 3.572 4.296
C -0.710 2.536 5.166
C -0.344 1.291 4.669
C 1.223 -1.562 3.790
C 1.243 -2.955 3.898
C 2.181 -3.603 4.687
C 3.137 -2.869 5.378
C 3.148 -1.486 5.271
C 2.200 -0.843 4.485
H -5.226 -2.904 2.479
H -3.672 -3.517 4.306
H -1.407 -2.592 4.368
H -2.207 -0.410 0.763
H -4.483 -1.329 0.718
H -0.506 1.967 1.365
H -1.191 4.161 2.237
H -1.303 4.542 4.683
H -0.756 2.695 6.236
H -0.116 0.493 5.367
H 0.531 -3.556 3.339
H 2.172 -4.684 4.753
H 3.874 -3.374 5.990
H 3.894 -0.905 5.799
H 2.231 0.240 4.411
C 2.614 2.676 0.919
C 2.932 1.523 1.859
C 4.340 1.695 2.438
C 2.854 0.163 1.176
H 2.586 3.626 1.459
H 1.657 2.532 0.418
H 3.388 2.750 0.145
H 2.228 1.552 2.691
H 5.090 1.661 1.642
H 4.575 0.902 3.152
H 4.436 2.655 2.950
H 3.283 -0.593 1.838
H 3.480 0.180 0.272
N 0.342 0.676 -0.843
P -0.338 0.970 -2.212
N -1.673 1.933 -2.055
C -2.547 2.210 -3.201
C -3.267 3.537 -3.003
C -4.157 3.510 -1.753
C -3.543 2.627 -0.655
C -2.030 2.573 -0.788
N 0.564 1.769 -3.361
C 0.636 3.231 -3.405
C 1.801 3.787 -2.595
C 3.115 3.149 -3.038
C 3.011 1.627 -2.980
C 1.818 1.139 -3.797
N -0.733 -0.429 -3.010
C -0.998 -1.655 -2.242
C -1.503 -2.769 -3.145
C -0.570 -2.948 -4.335
C -0.449 -1.639 -5.144
C -1.111 -0.465 -4.423
H -3.286 1.409 -3.328
H -1.949 2.240 -4.113
H -3.856 3.761 -3.894
H -2.519 4.330 -2.916
H -5.152 3.143 -2.010
H -4.288 4.530 -1.384
H -3.923 1.605 -0.732
H -3.814 2.993 0.334
H -1.586 1.989 0.011
H -1.610 3.587 -0.719
H -0.308 3.644 -3.049
H 0.749 3.525 -4.456
H 1.625 3.569 -1.541
H 1.838 4.873 -2.707
H 3.942 3.504 -2.418
H 3.336 3.458 -4.067
H 2.872 1.306 -1.943
H 3.926 1.160 -3.354
H 1.711 0.059 -3.716
H 1.968 1.380 -4.857
H -1.717 -1.463 -1.443
H -0.071 -1.990 -1.769
H -2.520 -2.553 -3.488
H -1.558 -3.683 -2.553
H -0.919 -3.762 -4.972
H 0.412 -3.247 -3.959
H -0.913 -1.743 -6.127
H 0.602 -1.401 -5.318
H -2.200 -0.526 -4.530
H -0.799 0.470 -4.886
S 2.093 -2.429 0.521
C 1.018 -3.799 0.207
C 1.636 -5.012 -0.099
C 0.874 -6.144 -0.346
C -0.513 -6.086 -0.289
C -1.130 -4.879 0.010
C -0.369 -3.742 0.251
H 2.718 -5.062 -0.140
H 1.370 -7.078 -0.581
H -1.106 -6.972 -0.479
H -2.210 -4.810 0.058
H -0.865 -2.808 0.469
*
```

---

Below is 3 unconnected molecules or ions with the total composition C43H59N3O5S, with properties calculated with ωB97M-V/def2-TZVPD.

The value obtained for the HOMO energy is -8.65 eV. Its molar mass is 730.03 g mol⁻¹. The value obtained for the electronic energy is -2612.471104 hartree. The SMILES is C#CCCCc1ccc(OCCCC)c2c1C(=O)c1cc(CSCC)c(CCCCN)c(CCCCOC=O)c1C2=O.CCCC#N.CCCC#N. The value obtained for the LUMO energy is -0.62 eV. The HOMO-LUMO gap comes out at 8.022 eV. The calculation puts the maximum force at 0.65 eV/Å.

Structure (ORCA input):
```
! RIJCOSX wB97M-V def2-TZVPD def2/J DEFGRID3
* xyz 0 1
C 4.418 -6.756 -0.404
C 4.687 -6.158 -1.405
C 5.024 -5.368 -2.584
C 3.970 -4.292 -2.988
C 2.725 -4.192 -2.119
C 2.905 -3.495 -0.789
C 4.167 -3.136 -0.318
C 4.342 -2.507 0.903
C 3.259 -2.210 1.721
O 3.426 -1.613 2.931
C 4.040 -0.318 2.898
C 3.268 0.684 2.037
C 3.923 1.042 0.692
C 4.499 2.476 0.631
C 1.980 -2.531 1.267
C 1.817 -3.158 0.021
C 0.416 -3.413 -0.410
O 0.088 -4.343 -1.105
C -0.568 -2.392 0.037
C -1.612 -2.040 -0.799
C -2.502 -1.041 -0.424
C -3.629 -0.602 -1.336
S -3.513 -1.385 -2.960
C -4.644 -0.446 -4.035
C -5.929 -0.027 -3.334
C -2.370 -0.422 0.831
C -3.308 0.687 1.224
C -2.858 2.088 0.753
C -1.368 2.420 0.937
C -1.072 3.262 2.185
N 0.272 3.042 2.752
C -1.351 -0.832 1.711
C -1.238 -0.244 3.101
C -1.834 -1.132 4.207
C -3.367 -1.161 4.267
C -3.975 -2.108 3.242
O -5.217 -1.558 2.749
C -5.843 -2.347 1.867
O -7.024 -2.347 1.723
C -0.426 -1.789 1.284
C 0.764 -2.206 2.081
O 0.786 -2.266 3.286
H 4.174 -7.261 0.498
H 5.177 -6.038 -3.430
H 5.990 -4.889 -2.417
H 3.629 -4.552 -3.990
H 4.454 -3.321 -3.088
H 2.301 -5.178 -1.941
H 1.963 -3.651 -2.684
H 5.050 -3.347 -0.903
H 5.332 -2.241 1.247
H 5.082 -0.412 2.583
H 4.044 0.002 3.936
H 2.248 0.319 1.904
H 3.177 1.602 2.619
H 3.218 0.929 -0.130
H 4.740 0.352 0.486
H 5.523 2.451 0.257
H 3.941 3.110 -0.053
H 4.542 2.937 1.616
H -1.682 -2.533 -1.757
H -4.566 -0.921 -0.873
H -3.670 0.482 -1.412
H -4.094 0.406 -4.430
H -4.866 -1.126 -4.853
H -6.404 -0.911 -2.906
H -5.730 0.661 -2.516
H -6.621 0.428 -4.038
H -4.283 0.490 0.781
H -3.486 0.698 2.293
H -3.145 2.267 -0.282
H -3.427 2.810 1.342
H -0.730 1.535 0.914
H -1.064 3.025 0.083
H -1.837 3.125 2.953
H -1.124 4.305 1.876
H 0.796 2.374 2.205
H 0.197 2.696 3.697
H -1.679 0.747 3.152
H -0.178 -0.121 3.322
H -1.481 -0.741 5.161
H -1.481 -2.155 4.103
H -3.807 -0.167 4.199
H -3.645 -1.529 5.255
H -4.181 -3.069 3.715
H -3.307 -2.296 2.401
H -5.184 -2.977 1.250
C 1.556 -1.416 -6.467
C 1.443 -0.933 -5.026
C -0.008 -0.839 -4.539
C -0.783 0.109 -5.342
N -1.373 0.857 -5.982
H 1.073 -0.722 -7.156
H 2.602 -1.499 -6.763
H 1.092 -2.396 -6.590
H 1.921 0.044 -4.928
H 1.981 -1.619 -4.368
H -0.043 -0.513 -3.499
H -0.494 -1.815 -4.594
C -0.612 9.057 0.864
C -0.339 8.302 2.160
C 0.851 7.341 2.050
C 0.623 6.320 1.030
N 0.444 5.502 0.245
H -0.874 8.374 0.055
H -1.443 9.750 0.993
H 0.261 9.633 0.554
H -1.229 7.741 2.451
H -0.134 9.013 2.962
H 1.024 6.832 2.999
H 1.760 7.887 1.793
*
```

---

maximum force of number 2 (C43H59IrN4PSSi)?
0.89 eV/Å